The following is a quantum chemistry calculation of a 2-piece molecular cluster, CH3NO2S2 overall at a distorted geometry, from the Open Molecules 2025 dataset.

The geometry in ORCA input format:
```
! RIJCOSX wB97M-V def2-TZVPD def2/J DEFGRID3
* xyz 0 1
C -0.462 -0.059 -1.035
N 0.518 0.638 -0.710
O 0.240 2.019 -0.328
O 1.681 0.304 -0.617
S -1.647 -0.594 -1.902
S 0.262 -1.562 1.506
H 0.905 2.467 0.233
H -0.662 -1.775 0.536
H -0.836 -1.438 2.317
*
```

* HOMO (spin up / spin down): -0.3177 / -0.3178 Eh
* ΔE to the lowest compared entry with this formula, charge and spin: 5.162 eV
* calculated total energy: -28335.26035 eV
* M: 125.2 g mol⁻¹
* LUMO (spin up / spin down): -1.56 / -1.56 eV